C21H56Mn2N3O22S5 | ωB97M-V/def2-TZVPD

Geometry (Å):
Mn 2.654 -0.882 -2.925
Mn 1.962 -1.786 0.558
N 0.072 0.103 -1.093
O 0.839 -0.101 -2.083
O -0.861 0.864 -1.180
O 0.292 -0.560 -0.046
N 1.398 -3.635 -2.153
O 1.576 -2.734 -3.044
O 1.528 -4.805 -2.430
O 1.093 -3.261 -0.991
O 3.190 -1.350 -0.974
H 3.996 -0.832 -0.871
C 4.822 -1.499 2.427
C 3.419 -1.115 2.913
N 2.640 -0.233 1.996
C 3.463 0.889 1.504
C 2.718 1.806 0.534
C 1.456 0.258 2.764
C 1.698 1.308 3.850
H 5.274 -2.181 3.144
H 5.450 -0.619 2.314
H 4.812 -2.010 1.458
H 2.833 -2.015 3.108
H 3.593 -0.618 3.873
H 3.905 1.436 2.340
H 4.273 0.443 0.928
H 2.327 1.212 -0.294
H 1.864 2.338 0.948
H 3.467 2.494 0.142
H 0.958 -0.598 3.221
H 0.747 0.649 2.035
H 0.738 1.619 4.257
H 2.200 2.171 3.415
H 2.273 0.939 4.699
O 0.635 -2.713 1.845
S -0.493 -3.543 2.219
O -1.801 -3.201 1.780
O -0.183 -5.031 1.761
C -1.187 -6.036 2.020
C -0.912 -7.184 1.078
C -0.424 -3.649 4.004
H -2.198 -5.643 1.922
H -1.048 -6.385 3.049
H -1.463 -8.087 1.335
H 0.151 -7.422 1.092
H -1.200 -6.904 0.064
H 0.576 -3.875 4.362
H -1.123 -4.393 4.376
H -0.750 -2.652 4.309
O 0.159 4.894 -2.193
S 0.301 4.522 -3.572
O -0.517 5.062 -4.605
O 1.848 4.771 -3.984
C 2.812 4.513 -2.955
C 4.177 4.653 -3.600
C 0.195 2.745 -3.703
H 2.672 3.540 -2.468
H 2.693 5.268 -2.175
H 4.163 5.593 -4.150
H 4.389 3.847 -4.303
H 4.964 4.688 -2.848
H 0.663 2.499 -4.654
H -0.887 2.617 -3.733
H 0.656 2.247 -2.860
O -4.279 2.415 0.090
S -3.868 3.733 -0.299
O -4.252 4.213 -1.587
O -4.418 4.801 0.764
C -4.408 4.434 2.159
C -3.861 5.571 2.974
C -2.102 3.907 -0.009
H -3.818 3.532 2.337
H -5.448 4.197 2.392
H -4.348 6.533 2.822
H -2.804 5.720 2.725
H -3.837 5.377 4.048
H -1.980 3.881 1.070
H -1.753 4.815 -0.488
H -1.653 3.029 -0.467
O 1.642 -0.660 -4.799
S 0.477 -0.686 -5.670
O 0.194 0.429 -6.498
O 0.528 -1.938 -6.662
C 1.360 -3.059 -6.307
C 1.161 -4.147 -7.348
C -0.928 -1.160 -4.665
H 1.043 -3.453 -5.341
H 2.427 -2.830 -6.322
H 1.529 -3.838 -8.326
H 0.101 -4.384 -7.455
H 1.677 -5.063 -7.066
H -1.821 -1.069 -5.279
H -1.011 -0.427 -3.865
H -0.737 -2.175 -4.331
O -1.986 1.730 2.694
S -2.559 0.438 2.901
O -1.877 -0.576 3.671
O -3.997 0.633 3.606
C -4.588 -0.517 4.226
C -4.198 -0.607 5.695
C -3.095 -0.298 1.342
H -4.321 -1.442 3.712
H -5.665 -0.379 4.167
H -4.879 -1.254 6.253
H -4.318 0.385 6.135
H -3.191 -0.970 5.883
H -3.507 -1.275 1.582
H -2.219 -0.326 0.706
H -3.946 0.323 1.074

Calculated values
Net charge = +1
Spin multiplicity = 11
HOMO level (spin up / spin down) = -0.441 / -0.454 hartree
HOMO-LUMO gap (spin up / spin down) = 8.3 / 8.2 eV
LUMO (spin up / spin down) = -0.13661 / -0.15217 hartree

C4H8N3O2 | ωB97M-V/def2-TZVPD

Geometry (Å):
C -1.907 -0.983 0.778
C 0.740 -0.191 0.558
C -0.822 -1.432 1.654
C -1.516 -0.083 -0.112
N 0.477 -0.984 1.569
N -0.206 0.293 -0.290
N -0.003 1.218 -1.408
O -0.973 -2.338 2.571
O 2.831 1.650 -1.872
H -2.916 -1.362 0.930
H 1.646 0.366 0.396
H -2.122 0.226 -0.996
H 3.482 1.142 -2.358
H -0.857 1.725 -1.703
H 0.866 1.678 -1.488
H -1.876 -2.594 2.735
H 3.155 1.671 -0.964

Calculated values
Net charge = +1
HOMO level (spin up / spin down) = -0.504 / -0.504 hartree
HOMO-LUMO gap (spin up / spin down) = 9.5 / 9.5 eV
LUMO (spin up / spin down) = -0.15665 / -0.15665 hartree

So what do the calculations give for relative energy (zero: lowest compared OMol25 entry of this formula, charge and spin)? Going down the list: 0.000 2.440 eV.